DFT (ωB97M-V/def2-TZVPD) results for CH2S3 as an isolated structure.

Calculated values
E = -33570.7839 eV
E_HOMO (spin up / spin down) = -6.75 / -9.13 eV
energy above the lowest of the compared OMol25 structures with the same formula, charge and spin = 50.55 kcal per mole
HOMO-LUMO gap (spin up / spin down) = 0.2259 / 0.2314 Eh
E_LUMO (spin up / spin down) = -0.022 / -0.104 Eh
F_max = 2.4 eV Å⁻¹

Structure (ORCA input):
```
! wB97M-V def2-TZVPD RIJCOSX def2/J DEFGRID3
* xyz 0 3
C 0.36938 0.50911 -0.37158
S 1.24353 1.83453 -0.20277
S -0.15599 -0.55146 1.63084
S -0.14539 -0.42608 -1.67082
H -1.36304 0.14924 1.52095
H 0.05151 -1.51534 -0.90663
*
```



DFT (ωB97M-V/def2-TZVPD) results for one molecule with the formula CH2S4.

Calculated values
E = -44409.4581 eV
E_HOMO = -8.80 eV
energy above the lowest of the compared OMol25 structures with the same formula, charge and spin = 1.28 kcal per mole
SMILES = S=C(S)SS
HOMO-LUMO gap = 0.2967 Eh
E_LUMO = -0.027 Eh
F_max = 3.0 eV Å⁻¹

Structure (ORCA input):
```
! wB97M-V def2-TZVPD RIJCOSX def2/J DEFGRID3
* xyz 0 1
S 0.49204 1.40830 -0.37673
C 0.38959 -0.14335 0.17151
S 1.70398 -1.18776 0.33141
S -1.17273 -1.14046 0.17677
S -2.54778 0.35248 0.08712
H 2.75897 -0.46562 0.21585
H -1.62406 1.17641 -0.60594
*
```



DFT (ωB97M-V/def2-TZVPD) results for CH34F2Fe2O20 as an isolated structure.

Calculated values
E = -116751.9556 eV
E_HOMO (spin up / spin down) = -6.50 / -6.53 eV
HOMO-LUMO gap (spin up / spin down) = 0.2059 / 0.2068 Eh
E_LUMO (spin up / spin down) = -0.033 / -0.033 Eh
F_max = 12.5 eV Å⁻¹

Structure (ORCA input):
```
! wB97M-V def2-TZVPD RIJCOSX def2/J DEFGRID3
* xyz 0 9
Fe 0.99407 0.28798 -2.09696
Fe -1.61981 -0.69814 0.28783
F 0.01480 0.68385 -0.23060
F -0.29454 -2.38237 0.69190
C -1.79702 -0.51923 -2.82471
O -1.88699 -0.98137 -1.70443
O -2.61336 -0.62212 -3.70550
O -0.79933 -0.00088 -3.22609
O -1.51683 3.01012 -0.73962
H -1.56784 2.05676 -0.67088
H -0.62315 3.22265 -0.47057
O -2.65377 -3.69808 -2.65249
H -2.79664 -3.63966 -3.59715
H -2.37521 -2.81866 -2.39705
O -2.01599 -4.65813 0.62672
H -1.18280 -5.12880 0.60495
H -1.80615 -3.78345 0.29940
O 4.08639 1.25084 2.46525
H 3.20155 1.61576 2.47705
H 3.96900 0.34607 2.17568
O 1.68911 2.06944 1.72230
H 1.23781 1.46937 1.12861
H 0.99060 2.45282 2.25271
O 2.68510 0.76781 -0.96295
H 3.62722 0.79676 -1.12969
H 2.60493 0.89017 -0.01699
O -3.54173 4.89751 -1.75707
H -2.71245 4.46268 -1.55841
H -3.39245 5.81495 -1.52845
O 3.17368 -1.18683 2.14391
H 2.74861 -1.52401 1.35534
H 3.39224 -1.96834 2.65157
O 0.49885 -3.78766 2.84482
H 0.39841 -3.28610 2.03576
H -0.33238 -3.67029 3.30470
O 0.20802 -0.92327 4.27856
H -0.02242 -1.63103 4.88040
H 0.43133 -0.18709 4.84813
O -3.11454 0.85376 0.17553
H -3.43094 1.14374 1.03111
H -3.67658 1.30556 -0.45394
O 3.74653 3.55359 0.12390
H 3.03233 3.27964 0.69931
H 3.69798 2.95427 -0.62088
O 1.46188 -1.70366 -1.73434
H 1.30809 -2.23474 -2.51571
H 1.13576 -2.23996 -1.01167
O 2.53585 0.59760 -3.58226
H 3.09142 -0.09988 -3.93023
H 3.03434 1.40032 -3.73515
O -1.39910 -0.06021 2.38101
H -0.70760 -0.29276 3.00067
H -2.19521 -0.02641 2.91138
O 0.68370 2.46686 -2.56391
H -0.16307 2.91263 -2.58640
H 1.30832 3.12239 -2.87434
O -3.31792 -1.72707 1.02089
H -3.99161 -2.19871 0.53107
H -3.44047 -2.00703 1.92800
*
```



DFT (ωB97M-V/def2-TZVPD) results for a 16-piece molecular cluster, CH34NO16 overall.

Calculated values
E = -35842.8757 eV
E_HOMO = -7.38 eV
energy above the lowest of the compared OMol25 structures with the same formula, charge and spin = 8.06 kcal per mole
HOMO-LUMO gap = 0.3587 Eh
E_LUMO = 0.087 Eh
F_max = 2.2 eV Å⁻¹

Structure (ORCA input):
```
! wB97M-V def2-TZVPD RIJCOSX def2/J DEFGRID3
* xyz -1 1
N -0.10340 0.39319 -0.91622
C 0.12944 -0.99847 -0.50328
O 0.76883 -1.18942 0.75388
H -0.57245 0.91021 -0.19216
H 0.75431 0.94550 -1.02994
H -0.81798 -1.56280 -0.52844
H 0.83915 -1.52161 -1.15729
H 1.53556 1.35969 1.89795
H 2.42364 2.65908 1.96846
O 2.24311 1.88747 1.42350
H -0.00086 2.70638 -2.56940
H -1.42384 2.40175 -2.47886
O -0.74707 2.98313 -2.01887
H 1.62056 -0.91243 -3.50893
H 2.63354 0.12181 -3.67939
O 1.68061 -0.00588 -3.83560
H -0.88307 2.38546 2.84559
H -2.13107 1.42202 2.96258
O -1.83522 2.35521 2.87891
H 2.81181 -2.43140 -1.74231
H 1.78733 -3.13380 -2.62965
O 2.45649 -2.45242 -2.65569
H -2.20425 -0.64234 3.77055
H -0.96291 0.06422 2.71878
O -1.91611 -0.45984 2.87774
H -2.77918 -2.24306 0.21618
H -2.25196 -3.63420 0.40282
O -2.58617 -3.03068 -0.30110
H -1.52536 0.29074 -2.01341
H -2.89229 0.85403 -2.00145
O -2.10832 0.86422 -2.59337
H 3.54625 -2.55638 0.11556
H 2.04423 -2.30799 0.49437
O 2.62461 -2.89050 -0.05634
H 3.14314 0.00198 0.35890
H 3.99671 1.27867 0.24979
O 3.79950 0.44666 -0.18038
H 1.91014 3.04861 -1.08274
H 3.02106 2.02757 -1.22942
O 2.63752 2.79218 -1.67462
H 0.83350 0.09788 3.19891
H 0.46994 -0.46869 1.44789
O 0.29204 0.56271 2.55443
H -1.16145 -2.53995 2.69893
H -0.19733 -2.55254 1.56035
O -0.61204 -3.18511 2.16216
H -3.07432 -0.52717 1.55833
H -4.06502 0.14318 0.56485
O -3.95656 -0.65950 1.07225
H -2.79019 2.06129 1.11266
H -2.08775 2.45554 -0.20865
O -2.96107 2.35799 0.20041
*
```



DFT (ωB97M-V/def2-TZVPD) results for a 18-piece molecular cluster, CH39O20S overall.

Calculated values
E = -53443.1015 eV
E_HOMO = -12.40 eV
energy above the lowest of the compared OMol25 structures with the same formula, charge and spin = 19.59 kcal per mole
HOMO-LUMO gap = 0.2814 Eh
E_LUMO = -0.174 Eh
F_max = 2.6 eV Å⁻¹

Structure (ORCA input):
```
! wB97M-V def2-TZVPD RIJCOSX def2/J DEFGRID3
* xyz 1 1
O 2.63491 0.89710 0.33415
O 1.24614 0.61780 0.46399
C 0.61165 0.66334 -0.77177
S -1.11715 1.01161 -0.39391
O -1.11551 2.51233 0.17774
H 2.75877 1.80470 0.01110
H 0.61415 -0.27680 -1.30850
H 0.93952 1.47798 -1.39431
H -1.42257 0.18450 0.65422
H -0.81476 3.07245 -0.56496
O 1.76309 2.92619 -2.96136
H 1.72927 2.95580 -3.93275
H 2.19617 3.74968 -2.71063
O 1.02248 2.27308 -5.81041
H 1.10702 1.56047 -6.45517
H 0.19720 2.70785 -6.04797
O -2.65098 -1.27726 0.70980
H -3.14592 -2.03572 0.37395
H -2.93774 -1.19962 1.63398
O 3.19205 -2.04024 0.22678
H 2.39239 -2.52368 -0.01405
H 2.94280 -1.12031 0.08867
O 4.59677 1.08802 -3.57670
H 5.12744 1.78185 -3.17308
H 3.69313 1.41672 -3.53389
O -3.14484 -2.01475 3.73537
H -3.29483 -1.41216 4.47109
H -3.12865 -2.88831 4.14641
O -2.26681 5.14318 -0.20745
H -2.40704 5.74828 0.53299
H -2.28421 4.27473 0.19943
O 0.42760 -2.78538 1.58205
H 1.08542 -2.14021 1.88324
H -0.39840 -2.29135 1.54455
O 1.26690 -4.46607 4.13363
H 1.08225 -3.93895 3.34574
H 2.00418 -4.00554 4.54610
O -1.11878 -5.66505 2.33479
H -1.29119 -5.13395 1.54976
H -0.38202 -5.21408 2.76219
O 1.24356 -1.27396 4.29352
H 1.90143 -0.64103 4.60275
H 0.42578 -0.76498 4.28785
O -5.48993 -0.58227 -0.38920
H -5.95208 0.00513 0.21801
H -4.58931 -0.24666 -0.41669
O -1.79033 -6.82135 -0.68762
H -1.46368 -6.81432 0.21920
H -2.73224 -6.99788 -0.60021
O -0.66423 -3.71916 5.07157
H -0.37972 -3.40559 4.20766
H -0.08466 -4.47132 5.23954
O 0.10562 7.24434 -1.32175
H 0.41972 6.64283 -2.00307
H -0.63484 6.78132 -0.91546
O -0.34953 5.35255 2.10313
H 0.16500 5.88180 1.48155
H -0.55565 4.54577 1.62683
O 2.62312 1.45259 -8.31784
H 2.95823 1.73059 -9.17608
H 3.13383 0.66336 -8.10847
*
```



DFT (ωB97M-V/def2-TZVPD) results for CH3BeINO4P as an isolated structure.

Calculated values
E = -28535.6704 eV
E_HOMO = -17.88 eV
energy above the lowest of the compared OMol25 structures with the same formula, charge and spin = 0.00 kcal per mole
HOMO-LUMO gap = 0.2184 Eh
E_LUMO = -0.439 Eh
F_max = 4.3 eV Å⁻¹

Structure (ORCA input):
```
! wB97M-V def2-TZVPD RIJCOSX def2/J DEFGRID3
* xyz 2 1
N -1.60097 0.81922 -1.49507
P -0.16810 0.83460 -0.66930
O 1.06198 0.03898 -1.56201
O -0.45738 -0.45869 0.45784
C 0.36441 -0.42743 1.46709
O 1.25695 0.46954 1.60880
O 0.46216 -1.54418 2.14296
I -1.16783 -1.83585 3.41827
H -1.88059 1.77838 -1.70263
H -1.58769 0.24972 -2.34539
H 1.83608 0.64295 -1.63220
Be 1.88097 -0.56725 0.31162
*
```



DFT (ωB97M-V/def2-TZVPD) results for one molecule with the formula CH3Br2OP.

Calculated values
E = -152508.5592 eV
E_HOMO = -10.80 eV
energy above the lowest of the compared OMol25 structures with the same formula, charge and spin = 6.72 kcal per mole
SMILES = CP(=O)(Br)Br
HOMO-LUMO gap = 0.3919 Eh
E_LUMO = -0.005 Eh
F_max = 2.8 eV Å⁻¹

Structure (ORCA input):
```
! wB97M-V def2-TZVPD RIJCOSX def2/J DEFGRID3
* xyz 0 1
C -0.24607 -0.19355 -0.08985
P -1.95956 0.05080 -0.66993
O -2.06453 0.08029 -2.09434
Br -2.90575 1.79303 0.21829
Br -2.86718 -1.79366 0.25558
H -0.20222 -0.21856 1.08014
H 0.13225 -1.11317 -0.70573
H 0.21151 0.84696 -0.22188
*
```



DFT (ωB97M-V/def2-TZVPD) results for one molecule with the formula CH3Br2P.

Calculated values
E = -150459.1822 eV
E_HOMO = -9.76 eV
energy above the lowest of the compared OMol25 structures with the same formula, charge and spin = 35.53 kcal per mole
SMILES = CP(Br)Br
HOMO-LUMO gap = 0.2891 Eh
E_LUMO = -0.070 Eh
F_max = 2.5 eV Å⁻¹

Structure (ORCA input):
```
! wB97M-V def2-TZVPD RIJCOSX def2/J DEFGRID3
* xyz 0 1
C 0.25244 -0.02251 0.20622
P 0.68582 0.55476 1.91357
Br -1.76867 1.69587 2.73399
Br 0.33960 -1.34971 2.94953
H 0.75209 -0.94651 -0.23256
H 0.32227 0.94099 -0.23840
H -0.76678 -0.26655 0.17978
*
```



DFT (ωB97M-V/def2-TZVPD) results for CH3Br2P as an isolated structure.

Calculated values
E = -150458.9551 eV
E_HOMO = -9.47 eV
energy above the lowest of the compared OMol25 structures with the same formula, charge and spin = 40.77 kcal per mole
HOMO-LUMO gap = 0.2687 Eh
E_LUMO = -0.079 Eh
F_max = 2.9 eV Å⁻¹

Structure (ORCA input):
```
! wB97M-V def2-TZVPD RIJCOSX def2/J DEFGRID3
* xyz 0 1
C -0.82742 0.20967 -0.00110
P 0.81144 0.52136 0.69056
Br 1.51094 -2.37867 0.78128
Br 1.94829 1.20709 -1.00463
H -1.23764 -0.81735 0.09040
H -0.65802 0.42904 -1.09586
H -1.54760 0.82886 0.53935
*
```



DFT (ωB97M-V/def2-TZVPD) results for one molecule with the formula CH3BrCl2Si.

Calculated values
E = -104052.4897 eV
E_HOMO = -9.63 eV
energy above the lowest of the compared OMol25 structures with the same formula, charge and spin = 17.09 kcal per mole
SMILES = Cl[SiH](Cl)CBr
HOMO-LUMO gap = 0.3739 Eh
E_LUMO = 0.020 Eh
F_max = 4.3 eV Å⁻¹

Structure (ORCA input):
```
! wB97M-V def2-TZVPD RIJCOSX def2/J DEFGRID3
* xyz 0 1
Cl 1.87588 -2.16941 -0.77032
Si 0.72077 -1.32287 0.70067
Cl -0.99817 -2.25122 0.80636
C 0.13351 0.79184 0.19796
Br -1.71325 1.05795 0.83879
H 1.40047 -1.08624 2.05719
H 0.77217 1.52244 0.79121
H 0.16707 1.08885 -0.86712
*
```



What did the eighth record say?
DFT (ωB97M-V/def2-TZVPD) results for one molecule with the formula CH3Br2P.

Calculated values
E = -150459.1822 eV
E_HOMO = -9.76 eV
energy above the lowest of the compared OMol25 structures with the same formula, charge and spin = 35.53 kcal per mole
SMILES = CP(Br)Br
HOMO-LUMO gap = 0.2891 Eh
E_LUMO = -0.070 Eh
F_max = 2.5 eV Å⁻¹

Structure (ORCA input):
```
! wB97M-V def2-TZVPD RIJCOSX def2/J DEFGRID3
* xyz 0 1
C 0.25244 -0.02251 0.20622
P 0.68582 0.55476 1.91357
Br -1.76867 1.69587 2.73399
Br 0.33960 -1.34971 2.94953
H 0.75209 -0.94651 -0.23256
H 0.32227 0.94099 -0.23840
H -0.76678 -0.26655 0.17978
*
```